Here is a molecular structure, C29H29Cl12N5 at a distorted geometry from the Open Molecules 2025 dataset. Energies are from ωB97M-V with the def2-TZVPD basis set.

Each line ends with the Löwdin charge.
Atoms and positions in Å:
C 15.017 9.685 -11.180  -0.0672
C 5.807 5.595 -7.951  -0.1540
C 18.390 14.367 -0.638  -0.1422
H 16.631 6.986 1.376  0.0220
H 8.779 4.867 -9.203  0.1016
C 18.132 13.869 -1.911  -0.0896
H 7.814 6.173 -5.297  0.1071
H 13.835 9.114 -9.541  0.0967
H 16.601 12.072 -8.664  0.0939
C 17.589 0.914 -4.426  -0.1408
C 14.214 8.000 -3.628  -1.5384
H 18.251 13.753 0.239  0.0960
H 16.762 0.246 -4.616  0.0929
C 8.004 5.126 -8.497  -0.1314
H 17.874 12.832 -2.066  0.0972
Cl 18.828 6.955 2.079  0.5229
C 19.910 1.064 -4.087  -0.1480
C 14.589 9.817 -9.863  -0.1651
Cl 18.734 8.776 -5.850  0.5385
H 16.418 10.373 -12.644  0.0995
H 5.403 6.265 -5.935  0.0964
C 17.416 2.330 -4.358  -0.0667
C 19.868 2.439 -4.163  -0.0739
C 9.470 14.376 -1.759  -0.0853
Cl 14.325 9.702 -3.262  0.5348
C 18.595 3.075 -4.317  -0.0750
Cl 17.416 4.782 0.695  0.5122
Cl 19.471 6.698 -7.755  0.5131
H 17.917 14.569 -4.010  0.1009
H 20.790 3.002 -4.188  0.0936
H 7.949 15.569 -0.664  0.1040
Cl 13.185 9.998 1.826  0.5033
C 17.540 6.538 0.975  -1.5504
Cl 11.872 7.536 2.775  0.5355
N 18.785 15.652 -0.377  0.0482
Cl 18.015 7.325 -0.521  0.4928
Cl 10.374 10.047 2.571  0.5096
H 16.440 2.789 -4.412  0.0924
N 15.137 10.680 -8.985  0.0485
C 18.662 16.049 -2.769  -0.0760
H 10.057 14.060 -0.909  0.0972
Cl 13.127 7.615 -5.009  0.4977
C 19.187 8.439 -7.487  -1.6030
H 18.445 4.145 -4.293  0.0927
Cl 20.493 9.482 -7.983  0.5417
H 18.374 8.719 -8.157  0.0012
H 15.227 7.634 -3.796  0.0112
N 9.008 14.322 -4.116  0.0556
C 7.669 15.611 -2.708  -0.1009
H 7.215 15.145 -4.707  0.1062
C 7.508 5.875 -6.289  -0.0885
N 6.679 5.174 -8.881  0.0573
H 10.571 13.215 -3.151  0.0961
C 18.954 16.465 -1.472  -0.1416
C 16.081 10.513 -11.627  -0.0823
C 11.684 9.051 1.906  -1.5582
H 9.400 5.359 -6.914  0.1027
H 4.773 5.643 -8.258  0.0960
H 19.221 17.483 -1.226  0.0946
C 7.952 15.110 -3.918  -0.1846
C 16.210 11.411 -9.423  -0.1309
C 6.163 5.956 -6.638  -0.0621
C 18.242 14.714 -2.990  -0.0803
Cl 13.648 7.142 -2.180  0.4890
H 6.755 16.170 -2.570  0.1018
H 18.741 16.760 -3.577  0.0938
C 9.705 13.848 -3.024  -0.1153
C 16.705 11.373 -10.748  -0.0767
H 20.843 0.521 -4.105  0.0975
C 8.368 5.415 -7.229  -0.1241
H 14.549 8.937 -11.803  0.0955
N 18.764 0.310 -4.148  0.0392
H 17.533 11.979 -11.085  0.0979
H 11.370 8.895 0.874  0.0079
C 8.398 15.225 -1.584  -0.0739

Output
frontier orbital gap: 9.53 eV
LUMO energy: 0.00048 Eh
ΔE to the lowest compared entry with this formula, charge and spin: 0.776 eV
E: -6918.41060 Eh